[1]
{
  "formula": "C36H73N2O13",
  "method": "ωB97M-V/def2-TZVPD",
  "symbols": ["H", "H", "C", "H", "H", "C", "H", "H", "H", "H", "H", "C", "C", "H", "C", "H", "H", "H", "N", "H", "O", "O", "C", "H", "H", "O", "H", "H", "H", "C", "H", "H", "H", "H", "C", "H", "O", "O", "H", "H", "H", "H", "H", "H", "H", "H", "H", "H", "H", "H", "H", "C", "C", "C", "O", "H", "C", "C", "H", "C", "C", "O", "O", "H", "H", "C", "H", "C", "C", "C", "H", "H", "H", "C", "C", "H", "C", "H", "O", "C", "H", "H", "C", "H", "H", "H", "H", "C", "H", "C", "H", "N", "H", "H", "H", "H", "H", "H", "H", "O", "H", "H", "O", "H", "O", "C", "C", "C", "H", "H", "H", "H", "C", "H", "H", "C", "C", "O", "C", "H", "C", "C", "C", "H"],
  "coordinates": [[-2.0224, -3.3619, 0.4852], [-2.0488, 2.5998, -4.4638], [-2.1481, 2.1208, 5.7879], [-0.1840, -5.9923, -8.9662], [-0.3875, -4.0530, -2.6167], [0.7391, 2.3511, -5.5915], [0.3827, 4.8551, 7.1304], [-0.4109, 0.4139, -4.4356], [-1.2956, 4.3571, 7.2650], [-0.1389, 2.4688, 11.2288], [0.6575, 3.2628, -6.1892], [5.1970, 0.3894, 0.8174], [-0.2662, -3.6843, -3.6432], [1.2188, -5.4257, -8.0055], [-0.2194, 1.1001, -3.6016], [-1.1288, 3.8407, -5.3001], [2.3428, 1.3950, -1.3739], [-1.0742, -2.3621, 2.8706], [0.9926, 3.3162, -3.2639], [-5.2985, -0.2716, 5.3316], [-0.6053, -5.3982, -7.0254], [0.4900, -5.9650, -4.2053], [-3.9449, 3.6216, 6.0500], [-2.0144, 2.7097, 4.8735], [-1.1762, -7.3460, -6.7926], [-1.5172, -3.6598, -4.3208], [6.9806, 0.5162, -2.4548], [-4.6484, -1.8942, 6.7422], [-1.5319, -0.5083, 4.2693], [-0.6312, -0.8684, -1.5935], [0.0137, -4.2655, -8.5900], [1.0207, 3.2206, 8.9061], [2.5446, 1.0987, -3.9473], [-1.2265, 1.2032, 10.6131], [0.7196, -4.5719, -4.3738], [-2.5828, -2.4876, -2.9822], [0.0592, 2.9921, 6.4670], [5.6328, 2.6506, 1.3127], [-6.2800, -2.5537, 6.4036], [2.9479, -1.6811, -2.8716], [-6.5276, -0.9214, 4.2091], [-2.6388, -4.2530, -2.6819], [-1.7183, -1.0530, 1.8397], [5.2260, 1.2335, -4.5971], [-5.1728, 0.5512, 2.9584], [-1.3467, 4.0315, -3.5793], [-0.3734, 2.9919, -0.1208], [0.4142, 1.3342, 9.9561], [-0.2733, 1.1376, 5.7817], [5.3300, -0.9301, -2.6697], [-4.6385, 3.0257, 5.4457], [-5.2249, -2.5789, 6.1094], [-5.4582, -0.9156, 4.4588], [-1.2031, 3.2840, -4.3597], [2.1944, 3.5032, -3.6772], [2.9686, 3.3869, -1.2345], [0.8518, 0.4363, -2.7117], [6.1538, 2.3662, -1.6161], [-0.5886, 4.3466, -1.2388], [-2.9493, -2.8597, 0.7884], [1.9563, 3.7711, -1.0774], [-3.3472, 0.0251, 3.6015], [-2.9778, -2.6644, 2.1878], [5.7775, -0.4269, 0.3773], [4.3071, 1.7146, -3.1878], [-0.4257, -6.6540, -6.3879], [-4.6936, -1.0561, 2.4367], [-0.4398, 1.9042, 10.3393], [5.0867, 1.0242, -3.5306], [4.6268, -0.4503, -3.3624], [1.7840, 2.0401, -5.6175], [-3.7978, -3.4893, 0.5226], [6.5194, 3.3681, -1.8535], [-0.4503, 3.2604, -1.1758], [0.1554, 2.5036, -4.1756], [4.6970, -0.9870, -4.3147], [1.2705, 1.4294, -1.5874], [0.7878, 1.1461, -0.6419], [-3.0052, 2.7974, 6.7009], [-2.4117, -1.0147, 3.8624], [4.1854, 0.4028, 0.4027], [-2.7762, -1.6906, 4.6373], [-0.7967, 1.8562, 6.4178], [-3.0468, -1.9109, 0.2651], [0.1258, -2.6627, -3.6098], [1.8316, -0.4400, -4.4202], [7.0302, 1.9356, -3.4998], [5.8888, 1.7283, 0.5928], [3.2348, -0.4040, -1.7159], [-4.6776, -0.3676, 3.2822], [-0.7081, -7.5462, -4.4895], [0.4345, -0.8956, -2.1935], [-1.3080, 2.7906, -1.6604], [0.5746, -7.0515, -6.5938], [0.7856, -4.3068, -5.4303], [-3.4420, 4.3594, 5.4139], [-1.5434, -6.0086, -4.6500], [1.7607, 3.7206, -0.0031], [1.9740, 4.8003, -1.4456], [-5.0722, -2.2503, 4.7459], [5.1174, 0.2115, 1.8903], [-2.6225, 1.1704, 5.5307], [-1.7231, -0.8453, -1.1883], [-4.5081, 4.1545, 6.8148], [-0.9556, 2.7642, 9.3475], [-0.6183, -6.5340, -4.8905], [6.4044, 1.3797, -2.7900], [0.0192, 3.6609, 8.8394], [-1.1859, 1.1998, -3.0933], [-0.9005, 1.3987, 7.4028], [0.1549, 1.5851, -6.1121], [-0.0093, 4.5749, 9.4471], [0.9068, 2.9189, -1.8431], [-4.8405, -3.5870, 6.2543], [5.0834, 2.4354, -1.3923], [3.2046, -0.6168, -2.7909], [-2.6151, -3.4742, -3.4537], [6.8065, 1.8591, -0.4169], [-0.2670, 4.0173, 7.3950], [-3.5239, -3.5526, -4.0484], [0.1521, -5.2758, -8.2084], [-1.9688, -1.7725, 2.6283], [2.1261, 0.1705, -3.5532], [1.7058, -4.3934, -3.9371]],
  "forces_ev_per_angstrom": [[0.0, 0.1, -0.1], [0.0, 0.2, 0.2], [-0.1, -0.1, 0.4], [0.1, 0.0, -0.1], [0.0, 0.0, 0.0], [0.4, -0.1, -0.1], [0.0, 0.0, 0.0], [0.0, 0.2, 0.0], [-0.1, -0.1, 0.1], [0.1, -0.1, 0.0], [0.1, 0.0, 0.3], [0.8, -0.3, -0.3], [-0.1, 0.0, -0.4], [0.0, -0.1, -0.1], [0.1, -0.4, 0.3], [-0.2, 0.0, 0.2], [-0.1, -0.3, -0.3], [0.1, 0.2, 0.0], [0.9, -1.7, -0.3], [0.0, 0.0, 0.0], [0.3, 0.1, 0.1], [0.0, 0.0, 0.0], [0.0, -0.1, 0.1], [0.0, 0.0, 0.0], [0.1, -0.2, 0.1], [-0.1, -0.2, 0.1], [-0.2, 0.0, 0.1], [-0.1, 0.0, 0.1], [0.0, 0.0, -0.1], [-0.2, 0.0, -1.1], [-0.1, 0.0, 0.0], [0.0, 0.0, 0.0], [-0.3, 0.0, 0.2], [0.0, 0.1, 0.0], [0.1, 0.0, 0.1], [-0.1, 0.0, 0.1], [0.0, 0.0, 0.0], [0.0, 0.2, -0.1], [0.0, 0.0, 0.1], [0.0, 0.1, 0.2], [0.0, 0.2, 0.0], [0.0, 0.1, 0.1], [0.0, 0.0, 0.0], [-0.1, 0.0, 0.2], [0.0, 0.0, 0.1], [-0.2, -0.3, 0.1], [-0.2, -0.1, -0.2], [0.1, 0.0, 0.1], [0.0, 0.1, 0.0], [-0.2, -0.1, -0.2], [0.0, 0.1, -0.1], [0.0, 0.0, -0.1], [-0.1, -0.3, -0.2], [0.7, 0.1, -0.6], [-0.1, 0.4, 0.1], [-0.2, 0.0, -0.1], [1.7, 1.2, -0.6], [0.2, -1.0, -0.1], [-0.1, -0.1, 0.1], [-0.1, -0.2, 0.3], [0.2, -0.3, -0.3], [0.0, -0.2, -0.1], [-0.1, 0.2, -0.1], [-0.2, 0.1, -0.1], [0.1, -0.1, -0.1], [-0.3, 0.2, -0.1], [0.0, -0.2, 0.1], [-0.1, 0.1, -0.1], [0.3, -0.4, -0.1], [-0.1, 0.4, 0.3], [-0.1, 0.0, 0.1], [0.0, -0.1, 0.1], [0.1, -0.1, 0.3], [0.3, 0.4, -0.8], [-1.9, 0.2, -1.0], [0.0, 0.1, 0.1], [-0.5, -0.1, 0.1], [0.0, 0.1, -0.2], [0.1, 0.3, 0.0], [0.1, 0.1, 0.0], [0.1, 0.1, -0.1], [-0.1, -0.1, -0.1], [0.1, 0.0, -0.1], [0.0, 0.0, 0.0], [0.1, -0.2, 0.1], [0.0, 0.2, 0.0], [0.1, -0.3, 0.1], [-0.3, 0.3, 0.9], [-0.2, 0.2, -0.2], [0.0, 0.2, 0.0], [0.1, 0.0, 0.0], [-0.8, 0.7, 1.0], [0.1, -0.1, 0.3], [0.0, 0.0, 0.0], [-0.2, 0.1, 0.0], [-0.1, 0.0, -0.1], [0.0, 0.1, -0.2], [-0.1, 0.2, -0.1], [-0.2, -0.1, 0.3], [0.2, 0.1, 0.1], [0.0, 0.2, -0.1], [0.1, 0.0, -0.2], [0.4, -0.1, 0.4], [0.0, -0.1, 0.0], [0.1, -0.2, -0.1], [0.1, -0.1, 0.1], [-0.4, 1.3, -0.4], [-0.3, 0.0, 0.0], [0.3, -0.2, 0.3], [-0.2, 0.1, 0.0], [0.0, 0.2, 0.1], [0.2, 0.1, 0.0], [0.4, 0.8, 1.8], [0.0, 0.0, -0.1], [0.1, 0.1, -0.2], [0.2, -0.5, -0.3], [0.1, 0.0, -0.2], [-0.5, -0.2, -0.1], [0.1, 0.1, -0.1], [0.0, 0.0, 0.0], [-0.1, 0.0, 0.1], [-0.1, -0.2, 0.1], [-0.1, -0.7, 0.0], [0.0, 0.0, 0.1]],
  "homo_ha": [-0.323, -0.331],
  "s_squared": 0.7541,
  "spin_multiplicity": 2,
  "orbital_gap_ev": [9.2, 9.0]
}



[2]
{
  "formula": "C3H5N3S",
  "method": "ωB97M-V/def2-TZVPD",
  "symbols": ["C", "N", "N", "C", "N", "C", "H", "H", "H", "H", "S", "H"],
  "coordinates": [[0.3143, 0.2100, 0.1291], [1.6734, 0.5450, 0.2560], [-1.3915, -1.1768, -0.2175], [-0.8658, 1.0079, -0.0450], [-0.0286, -1.0936, 0.1237], [-1.9049, 0.2137, -0.1890], [-2.8673, 0.2532, -0.7265], [2.9986, -1.1597, 0.7679], [-1.7111, -2.1353, 0.3911], [-1.0204, 2.0626, -0.6708], [3.0699, -0.3168, -0.3159], [1.7335, 1.5899, 0.4969]],
  "forces_ev_per_angstrom": [[0.0, -3.5, -0.5], [-0.8, 3.3, 0.3], [0.6, -0.8, 3.4], [0.7, 4.7, -2.9], [0.0, 1.7, -0.3], [-1.6, -5.4, -1.2], [0.5, 0.8, 0.9], [0.6, 0.2, -0.8], [0.3, 3.9, -2.4], [1.0, -2.5, 2.5], [-1.8, 0.1, 1.5], [0.6, -2.4, -0.6]],
  "homo_ha": -0.304,
  "smiles": "SNc1cc[nH]n1",
  "orbital_gap_ev": 9.1,
  "e_above_lowest_kj_mol": 345.2
}



[3]
{
  "formula": "C4H3ClSi",
  "method": "ωB97M-V/def2-TZVPD",
  "symbols": ["Si", "C", "H", "C", "H", "Cl", "H", "C", "C"],
  "coordinates": [[-0.2563, -0.4057, 0.6622], [-1.7931, 1.9172, -0.5450], [3.3069, -1.1947, -1.1900], [2.4039, -0.9605, -0.6997], [-0.1038, -0.4134, 2.5563], [-1.4481, -2.0177, 0.3428], [-2.3736, 2.6971, -0.9557], [-1.1150, 1.0646, -0.0385], [1.3793, -0.6868, -0.1323]],
  "forces_ev_per_angstrom": [[0.5, 0.3, 2.9], [0.2, -0.1, 0.2], [0.4, -0.1, -0.2], [-0.4, 0.1, 0.3], [-0.2, 0.3, -3.5], [-0.1, -0.2, -0.2], [-0.2, 0.2, -0.2], [0.4, -0.7, 0.4], [-0.6, 0.1, 0.3]],
  "homo_ha": -0.384,
  "orbital_gap_ev": 10.9,
  "e_above_lowest_kj_mol": 103.0
}



[4]
{
  "formula": "C28H32AsN4S3V",
  "method": "ωB97M-V/def2-TZVPD",
  "symbols": ["H", "C", "H", "H", "C", "H", "C", "S", "H", "N", "H", "H", "N", "C", "C", "C", "C", "H", "C", "H", "C", "C", "H", "V", "C", "C", "As", "H", "C", "C", "H", "N", "H", "H", "C", "H", "H", "N", "S", "H", "C", "H", "C", "H", "H", "H", "C", "H", "H", "C", "H", "H", "C", "C", "H", "H", "C", "H", "C", "H", "H", "C", "H", "S", "C", "C", "C", "C", "H"],
  "coordinates": [[-2.1502, -0.7923, -1.5240], [-2.2418, 5.2727, 3.2478], [-2.7417, 3.4427, 4.2350], [-1.8465, -2.7895, 2.0957], [-2.2343, 3.1153, 2.1837], [2.4238, 2.6258, -0.8101], [3.5275, 0.1705, 0.9206], [0.9716, 2.4241, 1.3007], [-2.8574, -0.7674, 2.0171], [-1.4130, 1.2949, -0.4714], [-1.6396, 6.9280, 2.0274], [2.0037, 1.8319, -2.3310], [-0.6001, 1.1549, 6.0187], [1.0637, -5.3828, 0.4822], [1.9177, -3.1381, 0.5000], [0.4241, 1.5701, 2.6665], [-1.6140, 5.0840, 0.9468], [-4.1412, 2.4147, 0.5336], [-1.8243, 3.7169, 1.0100], [-6.5577, 2.8770, -2.9585], [-3.1034, 2.9892, -1.2490], [-5.5903, 2.9131, -2.4773], [1.2202, -6.4498, 0.4134], [-0.0432, -0.7159, 0.3560], [-1.8214, 5.8638, 2.0679], [-5.4673, 2.6038, -1.1311], [2.1215, 0.1086, -0.4338], [-1.1942, -2.3060, -1.4623], [-1.7666, -2.9282, 1.0094], [-0.4101, -3.5075, 0.7163], [-6.3426, 2.3245, -0.5617], [0.8516, 4.6968, 4.2215], [-1.0657, -5.5456, 0.6993], [-1.2601, 5.5128, 0.0203], [0.6123, 3.5820, 4.0438], [-2.3399, 3.5612, -3.1551], [2.7846, -2.4794, 0.4843], [-1.8880, -1.6158, 0.3851], [-0.0096, -0.1064, 2.5769], [-2.9687, -2.3590, -1.2791], [-0.1896, 1.6118, 5.0414], [4.5243, 0.0608, 0.4851], [-3.2257, 3.2993, -2.5952], [3.1423, -4.8923, 0.3477], [-2.3375, 2.0391, 2.2338], [2.4236, -2.0348, -1.8663], [-2.4458, 3.9040, 3.3034], [-2.3870, 5.8766, 4.1335], [2.8450, -0.5878, -2.7962], [0.6403, -2.5831, 0.5957], [3.4425, 1.1378, 1.4212], [-3.0507, 0.1087, 0.4830], [-2.0595, -1.7743, -1.0496], [2.6024, 1.7441, -1.4208], [-0.4177, 1.0296, -0.4762], [4.0019, -1.2578, -1.6379], [0.2982, 2.2298, 3.8899], [-2.5814, -3.6015, 0.6821], [2.9425, -1.0763, -1.8225], [-4.5530, 3.5103, -4.2589], [3.3421, -0.6087, 1.6620], [-3.0111, -0.8812, 0.9427], [3.6606, 1.6947, -1.6963], [-1.4256, 2.8602, -0.5535], [-4.4658, 3.2678, -3.2077], [-4.2297, 2.6465, -0.5162], [-0.2147, -4.8750, 0.6402], [2.1348, -4.5047, 0.4413], [-3.9655, -1.4034, 0.7608]],
  "forces_ev_per_angstrom": [[0.0, -0.1, 0.1], [-0.1, 0.0, 0.1], [0.0, -0.1, 0.1], [-0.1, 0.0, -0.2], [-0.1, -0.2, -0.2], [0.1, -0.1, 0.0], [0.0, 0.0, 0.2], [0.4, 0.2, 0.1], [0.0, 0.0, -0.1], [0.2, -1.3, 0.0], [0.0, 0.1, 0.0], [0.0, -0.1, 0.0], [-0.1, -0.1, 0.1], [0.0, -0.1, 0.0], [0.2, 0.0, 0.1], [0.0, 0.0, 0.1], [-0.1, 0.0, -0.1], [0.0, 0.0, 0.1], [0.3, 0.0, -0.3], [-0.1, 0.0, 0.0], [0.3, 0.1, -0.3], [0.1, 0.0, -0.1], [0.0, -0.1, 0.0], [-0.6, 1.3, -0.2], [-0.1, 0.1, 0.0], [-0.1, 0.0, -0.1], [1.7, 0.5, -0.9], [-0.1, 0.0, 0.0], [0.1, -0.6, 0.3], [0.1, -0.1, 0.0], [0.0, 0.0, 0.1], [0.0, 0.2, 0.1], [0.0, -0.1, 0.0], [0.1, 0.2, -0.1], [0.4, 0.9, 0.0], [0.1, 0.0, -0.1], [0.0, -0.2, -0.1], [-1.3, -0.5, 0.1], [0.1, 0.3, 1.0], [0.2, 0.1, 0.0], [-0.4, -0.6, 0.8], [-0.1, 0.0, 0.0], [0.2, 0.1, 0.2], [0.1, 0.0, 0.0], [0.0, -0.1, 0.0], [0.1, 0.1, 0.1], [-0.2, 0.0, 0.0], [0.0, 0.0, 0.0], [0.0, 0.0, 0.1], [0.4, -1.1, 0.0], [0.0, -0.1, -0.1], [0.0, -0.2, 0.1], [-0.3, -0.1, -0.7], [0.0, 0.1, 0.0], [0.1, 1.1, -0.3], [0.0, 0.0, 0.1], [0.2, -0.4, -0.7], [0.1, 0.2, 0.1], [-0.1, 0.0, 0.0], [0.0, 0.0, 0.0], [0.0, 0.0, -0.1], [-0.6, 0.3, 0.3], [-0.1, 0.0, 0.0], [-1.1, 0.7, 0.4], [-0.2, 0.0, -0.1], [0.1, 0.0, 0.2], [-0.2, -0.2, 0.0], [0.2, -0.2, 0.0], [0.1, -0.1, 0.0]],
  "total_charge": -1,
  "homo_ha": [-0.140, -0.159],
  "s_squared": 3.7699,
  "spin_multiplicity": 4,
  "orbital_gap_ev": [6.0, 6.6],
  "e_above_lowest_kj_mol": 191.0
}